(1)
Molecular formula: C3H7N4S2
Method: DFT, ωB97M-V with the def2-TZVPD basis set

Computed properties:
Energy relative to the best compared isomer or geometry (same formula, charge and spin)   3.113 eV
Orbital gap (alpha / beta)   6.07 / 6.07 eV
HOMO energy (alpha / beta)   -2.82 / -2.82 eV
Max |F|   0.1086 Eh/bohr
Energy   -1133.77033 a.u.

```
! wB97M-V def2-TZVPD RIJCOSX def2/J DEFGRID3
* xyz -1 1
C -1.02 0.01 0.25
C 0.06 0.60 1.17
C -0.52 0.36 -1.17
N 1.73 -0.30 0.35
N 0.61 -0.35 -1.69
N 1.57 -0.54 -0.84
N 0.02 0.23 2.54
S 2.96 -1.32 -1.43
S -1.92 -0.28 -2.27
H -1.11 -1.05 0.63
H -1.86 0.70 0.53
H 0.56 1.62 0.95
H -0.58 1.50 -1.09
H -0.18 -0.70 2.68
H 0.99 0.36 2.84
H -1.30 -0.84 -3.43
*
```

=====

(2)
Molecular formula: C24H33As2BCsO7
Method: DFT, ωB97M-V with the def2-TZVPD basis set

Computed properties:
Energy relative to the best compared isomer or geometry (same formula, charge and spin)   0.829 eV
Orbital gap   4.92 eV
HOMO energy   -3.11 eV
Max |F|   0.0365 Eh/bohr
Energy   -5977.62444 a.u.

```
! wB97M-V def2-TZVPD RIJCOSX def2/J DEFGRID3
* xyz -1 1
Cs -0.09 0.26 -0.34
O 0.46 2.36 4.07
C 0.40 1.16 3.45
O -0.63 0.54 3.36
C 1.75 0.73 2.96
O 1.58 -0.01 1.79
C 2.82 -0.43 1.22
C 2.61 -1.18 -0.14
O 3.57 -1.08 -0.91
O 1.53 -1.80 -0.29
H -0.43 2.56 4.39
H 2.22 0.14 3.76
H 2.37 1.62 2.80
H 3.33 -1.12 1.91
H 3.46 0.44 1.05
C -1.34 -2.97 3.60
As -1.15 -2.40 1.72
C -2.99 -1.71 1.57
C -1.44 -4.14 0.83
C -1.56 -5.33 1.55
C -1.69 -6.55 0.91
C -1.71 -6.60 -0.47
C -1.61 -5.42 -1.20
C -1.46 -4.19 -0.57
As -1.30 -2.53 -1.60
C -2.86 -2.79 -2.78
C 0.08 -3.07 -2.87
H -2.26 -3.53 3.79
H -1.35 -2.06 4.20
H -0.48 -3.57 3.91
H -3.72 -2.45 1.92
H -3.21 -1.45 0.54
H -3.06 -0.81 2.19
H -1.54 -5.31 2.64
H -1.77 -7.46 1.49
H -1.81 -7.55 -0.98
H -1.62 -5.47 -2.28
H -2.78 -3.70 -3.38
H -2.92 -1.92 -3.44
H -3.76 -2.84 -2.18
H -0.12 -4.06 -3.29
H 1.04 -3.05 -2.35
H 0.10 -2.34 -3.68
C -4.18 5.83 -7.65
C -2.72 5.65 -7.19
C -2.07 7.04 -7.04
C -1.96 4.90 -8.28
C -2.69 4.92 -5.85
C -3.30 5.51 -4.74
C -3.31 4.90 -3.48
C -2.70 3.67 -3.36
O -2.55 2.86 -2.28
B -1.82 1.68 -2.67
O -1.58 1.87 -4.08
C -2.10 3.06 -4.46
C -2.08 3.67 -5.70
H -4.22 6.35 -8.61
H -4.75 6.40 -6.92
H -4.65 4.85 -7.77
H -2.08 7.57 -8.00
H -1.03 6.93 -6.71
H -2.60 7.65 -6.31
H -2.00 5.46 -9.22
H -2.41 3.92 -8.47
H -0.92 4.76 -8.01
H -3.78 6.47 -4.84
H -3.78 5.37 -2.63
H -1.60 3.16 -6.52
*
```

=====

(3)
Molecular formula: C16H20ClNO4
Method: DFT, ωB97M-V with the def2-TZVPD basis set

Computed properties:
SMILES   CCCCNC(=O)COC(=O)CCC(=O)c1ccc(Cl)cc1
Energy relative to the best compared isomer or geometry (same formula, charge and spin)   0.261 eV
Orbital gap   9.26 eV
HOMO energy   -9.44 eV
Max |F|   0.0132 Eh/bohr
Energy   -1437.64755 a.u.

```
! wB97M-V def2-TZVPD RIJCOSX def2/J DEFGRID3
* xyz 0 1
C -3.87 -2.81 0.58
C -4.02 -1.34 0.20
C -4.04 -1.15 -1.31
C -4.15 0.32 -1.70
N -3.00 1.07 -1.25
C -3.07 2.01 -0.30
O -4.10 2.46 0.16
C -1.69 2.50 0.18
H -1.05 2.73 -0.68
H -1.82 3.38 0.80
O -1.05 1.53 1.01
C -0.36 0.56 0.43
O -0.31 0.36 -0.76
C 0.31 -0.32 1.46
C 1.71 -0.70 0.98
C 2.49 0.56 0.65
O 1.96 1.64 0.67
C 3.93 0.40 0.30
C 4.54 -0.84 0.13
C 5.88 -0.92 -0.20
C 6.62 0.25 -0.36
C 6.02 1.49 -0.20
C 4.68 1.56 0.13
H 4.19 2.51 0.26
H 6.60 2.39 -0.33
Cl 8.29 0.15 -0.76
H 6.36 -1.87 -0.34
H 3.99 -1.76 0.24
H 2.23 -1.29 1.73
H 1.63 -1.29 0.06
H 0.36 0.22 2.41
H -0.30 -1.22 1.60
H -2.08 0.72 -1.52
H -5.03 0.78 -1.25
H -4.22 0.42 -2.79
H -3.12 -1.56 -1.74
H -4.88 -1.69 -1.74
H -3.20 -0.77 0.63
H -4.95 -0.95 0.62
H -3.86 -2.93 1.66
H -4.69 -3.40 0.18
H -2.94 -3.21 0.18
*
```

=====

(4)
Molecular formula: C40H84N7O6PS2
Method: DFT, ωB97M-V with the def2-TZVPD basis set

Computed properties:
SMILES   CCCCN[C@@](C#N)(COCCOCC)[C@](C#N)(CCCSC(=S)N1CCOCC1)CP(=O)(O)O.CCN(CC)CC.CCN(CC)CC.CCN(CC)CC
Orbital gap   7.31 eV
HOMO energy   -7.63 eV
Max |F|   0.0799 Eh/bohr
Energy   -3546.86200 a.u.

```
! wB97M-V def2-TZVPD RIJCOSX def2/J DEFGRID3
* xyz 0 1
C -4.60 -0.28 2.56
C -3.21 -0.13 3.20
C -2.22 -1.17 2.69
C -1.40 -0.62 1.52
N -0.55 -1.68 1.04
C 0.40 -1.47 -0.01
C 1.04 -2.79 -0.09
N 1.51 -3.87 -0.17
C -0.25 -1.37 -1.39
O -1.30 -0.45 -1.38
C -1.83 -0.34 -2.69
C -2.75 0.88 -2.80
O -3.24 1.24 -1.53
C -3.35 2.64 -1.40
C -3.95 2.94 -0.03
C 1.56 -0.36 0.23
C 2.84 -1.00 -0.13
N 3.89 -1.49 -0.36
C 1.78 -0.01 1.72
C 1.54 1.44 2.13
C 2.16 1.70 3.53
S 3.52 2.89 3.45
C 4.89 1.97 2.78
S 5.15 0.45 3.31
N 5.69 2.51 1.82
C 5.81 1.68 0.60
C 6.11 2.53 -0.61
O 5.14 3.54 -0.87
C 4.51 4.00 0.30
C 5.44 3.92 1.50
C 1.61 0.84 -0.76
P 0.31 2.10 -0.97
O -0.18 2.08 -2.33
O -0.85 2.09 0.12
O 1.07 3.52 -0.75
H -5.35 -0.02 3.30
H -4.76 -1.27 2.17
H -4.68 0.41 1.75
H -2.83 0.84 2.90
H -3.27 -0.13 4.28
H -2.70 -2.08 2.37
H -1.53 -1.45 3.49
H -0.88 0.24 1.93
H -2.10 -0.24 0.80
H -0.18 -2.25 1.78
H 0.48 -1.22 -2.18
H -0.67 -2.36 -1.57
H -2.35 -1.26 -2.94
H -1.02 -0.16 -3.39
H -3.54 0.66 -3.51
H -2.18 1.71 -3.20
H -4.00 3.02 -2.18
H -2.38 3.12 -1.48
H -4.71 3.70 -0.09
H -4.34 2.01 0.36
H -3.17 3.26 0.64
H 2.79 -0.22 2.01
H 1.17 -0.63 2.37
H 0.49 1.69 2.23
H 2.01 2.14 1.47
H 1.42 2.20 4.14
H 2.49 0.79 4.01
H 6.62 0.98 0.69
H 4.88 1.16 0.43
H 6.19 1.90 -1.48
H 7.07 3.03 -0.50
H 3.64 3.38 0.51
H 4.20 5.02 0.12
H 5.12 4.51 2.34
H 6.39 4.34 1.19
H 1.79 0.45 -1.74
H 2.52 1.37 -0.51
H -0.73 2.73 0.82
H 1.07 3.76 0.18
C 1.31 4.43 6.74
C -0.01 4.97 7.24
N -1.15 4.49 6.49
C -2.38 5.20 6.78
C -2.97 5.10 8.19
C -1.27 3.04 6.39
C -1.36 2.23 7.69
H 1.43 4.64 5.67
H 2.14 4.90 7.27
H 1.40 3.36 6.89
H 0.01 6.06 7.15
H -0.10 4.75 8.32
H -3.14 4.89 6.06
H -2.20 6.26 6.56
H -3.43 4.13 8.37
H -3.74 5.85 8.32
H -2.21 5.26 8.96
H -0.41 2.67 5.82
H -2.13 2.81 5.76
H -0.64 2.56 8.43
H -1.15 1.18 7.48
H -2.35 2.27 8.13
C 3.10 -8.84 1.18
C 3.82 -9.01 -0.15
N 3.09 -8.46 -1.27
C 3.62 -8.86 -2.56
C 5.04 -8.40 -2.94
C 2.71 -7.06 -1.15
C 3.82 -6.03 -0.94
H 2.10 -9.26 1.14
H 3.66 -9.36 1.97
H 3.03 -7.79 1.47
H 3.95 -10.08 -0.33
H 4.84 -8.59 -0.06
H 2.93 -8.54 -3.34
H 3.61 -9.96 -2.59
H 5.06 -7.34 -3.20
H 5.39 -8.95 -3.81
H 5.75 -8.56 -2.13
H 2.01 -6.97 -0.32
H 2.13 -6.78 -2.03
H 4.55 -6.35 -0.20
H 3.38 -5.10 -0.58
H 4.34 -5.79 -1.86
C -3.54 -1.27 -6.39
C -4.58 -0.74 -7.36
N -4.85 0.67 -7.18
C -6.02 1.13 -7.90
C -6.00 1.08 -9.43
C -3.69 1.55 -7.23
C -2.83 1.53 -8.51
H -3.82 -1.06 -5.36
H -3.44 -2.36 -6.50
H -2.55 -0.84 -6.57
H -5.51 -1.29 -7.19
H -4.26 -0.98 -8.39
H -6.25 2.15 -7.58
H -6.87 0.53 -7.56
H -5.38 1.87 -9.86
H -7.01 1.23 -9.82
H -5.64 0.12 -9.81
H -3.04 1.30 -6.39
H -4.02 2.57 -7.04
H -2.64 0.52 -8.86
H -1.87 2.00 -8.30
H -3.29 2.10 -9.32
*
```